# 1
Computed, not measured: a 2-piece molecular cluster, C14H13BCl3O3 overall in a non-equilibrium geometry, with wB97M-V/def2-TZVPD.

Calculated values
Lowest unoccupied orbital energy, eV: 0.437
Max |F|, eV Å⁻¹: 2.8
M, g mol⁻¹: 346.43
HOMO level, eV: -2.14
Electronic energy, eV: -59118.480
ΔE to the lowest compared entry with this formula, charge and spin, kcal per mole: 68.5
Total charge: -1

Atoms and positions in Å:
Cl1 1.18929 1.86777 -4.68139
B1 2.03559 0.42218 -3.90876
Cl2 1.00687 -1.14098 -3.93962
Cl3 3.69016 0.04432 -4.75142
O1 2.31172 0.80507 -2.50350
C1 2.84289 0.04118 -1.63340
C2 3.10206 0.50885 -0.30424
C3 3.75765 -0.37135 0.58670
C4 4.02193 0.03138 1.88597
C5 3.64908 1.31941 2.30797
C6 3.01143 2.20366 1.42021
C7 2.73201 1.81193 0.11884
H1 3.14538 -0.97154 -1.91932
H2 4.04108 -1.35874 0.21739
H3 4.52020 -0.65203 2.57609
H4 3.85851 1.63360 3.33007
H5 2.73373 3.20616 1.75597
H6 2.23591 2.47988 -0.58973
C8 -4.50319 -2.01308 2.76826
O2 -4.86634 -1.07453 1.71407
C9 -3.92868 -0.70804 0.80904
C10 -4.32424 0.21330 -0.20850
C11 -3.43368 0.63211 -1.14427
C12 -2.02252 0.21816 -1.14476
O3 -1.16658 0.67313 -1.92903
C13 -1.69573 -0.76994 -0.11513
C14 -2.59077 -1.19075 0.82710
H7 -5.41995 -2.13570 3.34540
H8 -4.18972 -2.97808 2.35006
H9 -3.70849 -1.60559 3.40603
H10 -5.35272 0.57061 -0.21583
H11 -3.72795 1.32941 -1.92408
H12 -0.67499 -1.14134 -0.10599
H13 -2.27993 -1.90040 1.59979

# 2
Computed, not measured: C14H13Br2N5O3Ru as an isolated structure, with wB97M-V/def2-TZVPD.

Calculated values
Lowest unoccupied orbital energy (alpha / beta), eV: -10.743 / -11.278
Expectation value of S²: 0.8164
Max |F|, eV Å⁻¹: 0.8
M, g mol⁻¹: 560.17
HOMO level (alpha / beta), eV: -18.05 / -18.08
Electronic energy, eV: -170955.099
Spin multiplicity: 2
ΔE to the lowest compared entry with this formula, charge and spin, kcal per mole: 0.0
Total charge: +3

Atoms and positions in Å:
Ru1 -0.90903 0.27668 -0.92741
Br1 -1.92172 -6.30978 -0.64118
C1 -1.72300 -4.47965 -0.75549
C2 -1.95818 -3.80203 -1.94513
C3 -1.77445 -2.43563 -1.98404
N1 -1.39878 -1.71920 -0.91152
C4 -1.18765 -2.37795 0.26670
C5 -1.33169 -3.73916 0.36760
C6 -0.83538 -1.51899 1.42081
C7 -0.78359 -1.93399 2.73935
C8 -0.53265 -1.00626 3.75364
Br2 -0.44636 -1.53295 5.51402
C9 -0.35792 0.35267 3.41816
C10 -0.43425 0.62760 2.09263
N2 -0.62486 -0.22216 1.10011
H1 -2.27425 -4.32515 -2.83704
H2 -1.93057 -1.89849 -2.90790
H3 -1.14277 -4.25125 1.30026
H4 -0.95346 -2.96778 3.00320
H5 -0.18601 1.11389 4.16780
H6 -1.15204 2.52562 1.82193
C11 2.63828 3.08430 -2.10787
C12 1.63514 2.24682 -1.38816
N3 1.07656 1.17953 -1.84152
O1 1.34733 0.73156 -3.07123
C13 1.22544 2.49857 0.02243
C14 2.19052 3.06129 0.99277
N4 -0.00216 2.14197 0.20122
O2 -0.31562 2.02995 1.67000
H7 2.26087 3.36053 -3.09673
H8 3.58312 2.54668 -2.23094
H9 2.84527 4.00955 -1.57636
H10 2.01343 1.28796 -3.51973
H11 3.17400 2.61395 0.84141
H12 1.87920 2.95513 2.02643
H13 2.29308 4.13129 0.77467
O3 -2.26445 1.04346 -3.33418
N5 -1.72141 0.70142 -2.41873

# 3
Computed, not measured: an isolated ion of composition C14H13BrNO4 and charge +1 in a non-equilibrium geometry, with wB97M-V/def2-TZVPD.

Calculated values
Lowest unoccupied orbital energy, eV: -5.141
Max |F|, eV Å⁻¹: 3.6
M, g mol⁻¹: 339.17
SMILES: COc1cc2cc[n+](C)c3c2c(c1OC)[C@@H](Br)OC3=O
HOMO level, eV: -12.53
Electronic energy, eV: -94444.086
Total charge: +1

Atoms and positions in Å:
O1 4.04813 0.05877 1.43631
Br1 0.83296 -1.39179 3.26959
O2 -3.42822 0.32874 -0.21067
O3 -2.02112 0.50016 2.31393
O4 2.09214 0.83591 2.23727
C1 2.84760 0.27376 1.30187
C2 -2.05136 0.18321 -0.13532
C3 -1.38735 0.32843 1.10642
C4 -1.31031 -0.15198 -1.26797
C5 0.81917 -0.59478 -2.38154
C6 0.00266 0.23463 1.13383
C7 2.20619 -0.56869 -2.30998
C8 2.20176 -0.02862 -0.01018
C9 0.08292 -0.26791 -1.21670
C10 0.77046 -0.03114 -0.02046
N1 2.86518 -0.26053 -1.15694
C11 -3.92995 0.91544 -1.44766
C12 -3.08834 -0.37930 2.62938
C13 0.75910 0.38234 2.43360
C14 4.35019 -0.25179 -1.19356
H1 -1.78183 -0.29047 -2.20415
H2 0.32969 -0.84795 -3.31622
H3 2.81160 -0.72270 -3.23076
H4 -4.13482 0.14313 -2.20028
H5 -3.21109 1.61254 -1.87736
H6 -4.88607 1.48798 -1.29366
H7 -4.03409 0.06677 2.33634
H8 -3.00536 -1.33458 2.11655
H9 -3.16877 -0.57023 3.67428
H10 0.23835 1.07777 3.12532
H11 4.69036 -0.54173 -2.19557
H12 4.78350 -0.96322 -0.50279
H13 4.70672 0.76784 -0.94291

# 4
Computed, not measured: one molecule with the formula C14H13ClN2O3S, with wB97M-V/def2-TZVPD.

Calculated values
Lowest unoccupied orbital energy, eV: 0.364
Max |F|, eV Å⁻¹: 1.0
M, g mol⁻¹: 324.79
SMILES: Cc1ccc(S(=O)(=O)CC(=O)Nc2ccc(Cl)cn2)cc1
HOMO level, eV: -8.97
Electronic energy, eV: -47209.422
ΔE to the lowest compared entry with this formula, charge and spin, kcal per mole: 10.0

Atoms and positions in Å:
C1 -2.69906 -2.63797 0.17150
C2 -1.54938 -1.96812 -0.51144
C3 -1.74660 -1.23284 -1.67638
C4 -0.69105 -0.59099 -2.29788
C5 0.57071 -0.68478 -1.74360
C6 0.79755 -1.43551 -0.60594
C7 -0.26198 -2.08178 0.00289
H1 -0.09240 -2.66112 0.89837
H2 1.79873 -1.49084 -0.20797
S1 1.91086 0.30323 -2.41001
O1 2.98993 0.29113 -1.44717
O2 2.21544 -0.06511 -3.76180
C8 1.25085 2.02610 -2.39018
C9 0.30046 2.08662 -1.21581
O3 -0.85711 2.39192 -1.31383
N1 0.92528 1.68852 -0.05537
C10 0.28660 1.14188 1.04912
N2 -1.03519 1.13755 1.07800
C11 -1.65407 0.54441 2.07712
C12 -0.97175 -0.08252 3.10931
C13 0.41958 -0.05986 3.10695
C14 1.06465 0.56460 2.06069
H3 2.14172 0.59668 2.00950
H4 0.97532 -0.52872 3.90435
Cl1 -1.83048 -0.88565 4.37230
H5 -2.73368 0.56828 2.04407
H6 1.91230 1.45725 -0.13552
H7 2.11705 2.67147 -2.27218
H8 0.73962 2.23527 -3.32464
H9 -0.84444 -0.01309 -3.19497
H10 -2.73963 -1.14592 -2.08976
H11 -3.62375 -2.09699 -0.01017
H12 -2.81911 -3.65175 -0.21127
H13 -2.52765 -2.70132 1.24319

# 5
Computed, not measured: a 2-piece molecular cluster, C14H13F3NO3S overall in a non-equilibrium geometry, with wB97M-V/def2-TZVPD.

Calculated values
Lowest unoccupied orbital energy, eV: 2.691
Max |F|, eV Å⁻¹: 2.4
M, g mol⁻¹: 332.32
HOMO level, eV: -2.44
Electronic energy, eV: -41350.474
Total charge: -1

Atoms and positions in Å:
F1 -1.77648 -2.59666 -1.22639
C1 -2.10051 -1.26982 -1.14602
F2 -3.07554 -0.98349 -2.05238
F3 -2.64019 -1.01855 0.09040
S1 -0.59403 -0.36231 -1.47398
N1 -1.38740 1.21507 -1.61786
C2 -1.21138 2.17182 -0.62061
O1 -0.54275 2.04341 0.38963
C3 -2.01230 3.40425 -1.03358
C4 -2.51057 3.12552 -2.43854
C5 -1.98254 1.74014 -2.80566
O2 -2.05659 1.18729 -3.88521
H1 -2.83364 3.51223 -0.30813
H2 -1.36377 4.28835 -0.95559
H3 -3.60937 3.09531 -2.48089
H4 -2.17225 3.86445 -3.17807
C6 2.61961 -3.50252 -1.16293
C7 2.20232 -2.11194 -0.71099
C8 1.52320 -2.14520 0.55930
C9 1.43236 -1.12210 1.54986
C10 1.80153 0.24412 1.34565
C11 1.60027 1.19284 2.34624
C12 1.06271 0.83089 3.59319
C13 0.76469 -0.52593 3.84709
C14 0.95648 -1.47454 2.85789
O3 2.42460 -1.07948 -1.37250
H5 1.78726 -4.21150 -1.05565
H6 2.94822 -3.50656 -2.20737
H7 3.46387 -3.85149 -0.53119
H8 1.11561 -3.12325 0.85434
H9 2.20830 0.51108 0.36578
H10 1.88738 2.24247 2.18565
H11 0.89364 1.57803 4.36455
H12 0.42231 -0.82584 4.84254
H13 0.75497 -2.53609 3.07145

# 6
Computed, not measured: one molecule with the formula C14H13N in a non-equilibrium geometry, with wB97M-V/def2-TZVPD.

Calculated values
Lowest unoccupied orbital energy, eV: 0.578
Max |F|, eV Å⁻¹: 4.9
M, g mol⁻¹: 195.27
SMILES: C=C1/C=C\[C@H]2C=C2c2ccccc2N1C
HOMO level, eV: -7.77
Electronic energy, eV: -16211.118
ΔE to the lowest compared entry with this formula, charge and spin, kcal per mole: 117.8

Atoms and positions in Å:
C1 3.36320 -0.28806 -0.43167
C2 2.67067 -1.23628 -1.13755
C3 2.70482 0.47740 0.50488
C4 1.30205 -1.39433 -0.84128
C5 1.34789 0.43870 0.66466
C6 0.57456 -0.64103 0.04688
C7 -0.44143 2.16990 0.37283
C8 -1.52613 1.54666 -0.44722
C9 -0.10959 2.43094 1.86593
C10 -1.91829 0.39085 -1.05305
C11 -2.28780 -2.04597 -1.43335
C12 0.77862 1.65787 1.29876
C13 -1.79205 -1.04101 -0.73080
C14 -1.25369 -0.82973 1.67578
N1 -0.72974 -1.10931 0.35371
H1 4.35448 -0.24005 -0.62539
H2 3.01529 -1.78956 -1.88852
H3 3.35411 1.33473 0.98801
H4 0.62181 -2.21472 -1.32664
H5 -0.19906 3.05452 -0.31241
H6 -1.87897 2.40828 -0.87287
H7 -0.16178 3.22376 2.54495
H8 -2.62944 0.59548 -1.86498
H9 -2.83621 -1.81332 -2.32116
H10 -2.20413 -2.98744 -1.09262
H11 -0.52103 -0.75177 2.35383
H12 -1.63591 0.12700 1.77849
H13 -1.96227 -1.47352 1.93076

# 7
Computed, not measured: one molecule with the formula C14H13N3O2S in a non-equilibrium geometry, with wB97M-V/def2-TZVPD.

Calculated values
Lowest unoccupied orbital energy, eV: 0.221
Max |F|, eV Å⁻¹: 1.7
M, g mol⁻¹: 287.34
SMILES: N/C(=N\OC(=O)CSc1ccccc1)c1ccncc1
HOMO level, eV: -8.39
Electronic energy, eV: -34128.455
ΔE to the lowest compared entry with this formula, charge and spin, kcal per mole: 44.9

Atoms and positions in Å:
N1 -3.20294 -1.93054 0.95522
C1 -2.49602 -1.00623 0.26788
N2 -1.35327 -1.20046 -0.27780
O1 -0.80949 -2.49028 -0.05561
C2 0.48073 -2.61511 -0.39540
O2 1.02595 -3.67345 -0.24671
C3 1.15889 -1.38001 -0.93867
H1 0.58644 -0.96955 -1.77062
H2 2.17677 -1.63544 -1.22306
S1 1.21778 -0.12518 0.39926
C4 2.84994 0.54243 0.18904
C5 3.54763 0.91635 1.33060
C6 4.81228 1.46200 1.21568
C7 5.38698 1.63172 -0.03357
C8 4.68283 1.26967 -1.16950
C9 3.41109 0.73492 -1.06539
H3 2.86160 0.47752 -1.95838
H4 5.12032 1.41069 -2.14688
H5 6.37886 2.04858 -0.12207
H6 5.35440 1.74636 2.10524
H7 3.09300 0.77161 2.29854
C10 -3.08055 0.33180 0.06596
C11 -4.45860 0.52182 0.00020
C12 -4.93563 1.80983 -0.18918
N3 -4.15384 2.86761 -0.30757
C13 -2.84534 2.68458 -0.24934
C14 -2.25392 1.44540 -0.06542
H8 -1.18448 1.32756 -0.01314
H9 -2.24450 3.57817 -0.35309
H10 -5.99847 2.00458 -0.24893
H11 -5.14452 -0.30906 0.06726
H12 -3.98333 -1.65605 1.52403
H13 -2.74866 -2.80582 1.15927

# 8
Computed, not measured: one molecule with the formula C14H13N3O3S in a non-equilibrium geometry, with wB97M-V/def2-TZVPD.

Calculated values
Lowest unoccupied orbital energy, eV: -0.258
Max |F|, eV Å⁻¹: 6.4
M, g mol⁻¹: 303.34
SMILES: COc1nccc2n[nH]c(-c3ccc(S(C)(=O)=O)cc3)c12
HOMO level, eV: -7.92
Electronic energy, eV: -36173.600
ΔE to the lowest compared entry with this formula, charge and spin, kcal per mole: 86.7

Atoms and positions in Å:
O1 2.79863 4.31873 1.26752
O2 4.32824 2.50872 0.48183
N1 -2.15769 -2.34082 -2.41665
N2 -2.64628 -2.97912 1.54194
O3 -1.10012 -1.35192 1.97740
C1 -1.12182 -0.83950 -0.97075
C2 -3.40403 -3.76292 0.77381
C3 1.10114 0.15069 -1.19968
C4 -0.59972 1.32457 0.05136
C5 1.99388 1.20464 -0.95184
C6 0.38075 2.25080 0.47280
C7 -0.21805 0.29288 -0.74641
C8 1.71902 2.27083 -0.09121
C9 -3.25197 -3.63707 -0.71773
C10 -1.83929 -2.06312 1.10664
C11 -2.34138 -2.62372 -1.13991
C12 -1.76253 -1.78134 -0.24353
N3 -1.38425 -1.20005 -2.34826
C13 -0.46122 -1.97309 3.14738
C14 3.40117 4.30468 -1.24119
S1 3.13384 3.39220 0.22408
H1 -4.00674 -4.51615 1.23673
H2 1.39040 -0.81753 -1.67172
H3 -1.55017 1.28512 0.58319
H4 3.02694 1.11836 -1.34077
H5 0.16169 3.10348 1.12594
H6 -3.92496 -4.15332 -1.43696
H7 -0.86314 -0.81087 -3.14378
H8 -0.22885 -3.03326 2.91406
H9 -1.24890 -1.75717 3.90777
H10 0.44266 -1.42688 3.31652
H11 2.61575 5.10043 -1.26710
H12 4.27955 4.89786 -1.21576
H13 3.33745 3.54385 -1.98573